[1]
Formula: C62H172N14O17
Source: the OMol25 dataset
Level of theory: ωB97M-V/def2-TZVPD

Each line ends with the Mulliken spin population.
CARTESIAN COORDINATES (ANGSTROEM)
O: 6.46 -0.01 4.77  0.000
O: -1.72 -0.46 0.35  0.008
O: -2.07 5.59 2.37  0.000
O: 0.08 -4.18 5.36  0.000
O: 6.66 -0.80 -1.06  0.000
O: -5.41 -5.89 -3.70  0.000
O: 5.18 -4.46 1.66  0.000
O: -4.76 0.88 2.68  0.000
O: 5.22 -3.42 -2.86  0.000
O: -6.05 2.41 -2.13  0.000
O: -2.32 -7.06 0.57  0.000
O: 5.40 3.90 2.50  0.000
O: -4.50 -2.99 -3.79  0.000
O: 4.03 3.09 -6.29  0.000
O: -2.06 4.08 -4.51  0.086
O: 0.28 8.45 1.18  0.000
O: 0.51 1.73 3.88  -0.001
N: 1.88 3.11 1.31  0.009
N: -6.93 0.35 0.90  0.000
N: 2.94 0.19 3.65  0.003
N: 1.88 -3.02 2.86  0.003
N: -3.25 -5.00 4.50  0.000
N: 7.87 2.67 0.13  0.000
N: 0.23 1.34 -0.84  0.209
N: 0.48 5.78 1.55  0.000
N: -7.16 -3.70 -4.00  0.000
N: 2.17 -3.36 -5.17  0.000
N: -0.47 0.78 -3.76  0.630
N: -5.33 -6.71 -0.02  0.000
N: 2.01 1.55 -4.83  0.020
N: -1.91 1.87 2.57  0.001
C: 1.26 -0.39 0.50  0.021
C: 0.44 -0.08 -0.75  -0.010
C: -0.42 9.61 1.50  0.000
C: 3.31 3.39 1.27  0.001
C: -2.13 4.32 3.00  0.000
C: -7.22 2.70 0.86  0.000
C: -7.79 -1.49 -4.84  0.000
C: 3.68 -0.96 5.60  0.000
C: -2.81 1.43 -3.81  0.060
C: -3.26 -2.45 -3.29  -0.002
C: -7.17 2.07 -2.96  0.000
C: -0.09 5.31 -0.77  0.006
C: -1.40 1.75 -4.29  -0.044
C: 3.73 4.25 0.06  -0.001
C: -1.38 -5.10 -0.27  0.000
C: -3.04 -0.97 0.46  0.000
C: 7.47 2.06 -2.04  0.000
C: 4.31 2.34 -5.16  0.002
C: 4.25 -4.05 -3.72  0.000
C: 5.09 3.23 -7.20  0.000
C: -3.04 3.09 0.86  -0.001
C: -0.96 -0.83 -0.74  0.005
C: -5.61 -4.44 -0.94  0.000
C: -1.04 3.22 -3.96  0.095
C: -4.76 -0.08 3.75  0.000
C: 3.16 2.25 -4.22  -0.002
C: -1.33 -4.12 5.62  0.000
C: -2.00 -4.39 4.28  -0.001
C: 7.06 1.71 -0.63  0.000
C: 3.37 1.42 -2.92  0.011
C: -0.35 7.66 0.18  0.000
C: 7.33 0.17 -0.29  0.001
C: -4.08 0.71 4.92  0.000
C: -2.19 -3.07 3.50  0.000
C: 5.37 -0.16 3.78  0.000
C: 6.19 4.25 3.62  0.000
C: 0.92 -3.79 6.45  0.000
C: 4.05 3.77 2.64  0.000
C: 6.27 -3.89 0.93  0.000
C: 4.00 -3.53 1.66  -0.001
C: 2.16 -2.83 -2.84  -0.005
C: -1.76 -5.83 0.96  0.000
C: -5.74 -6.02 -1.18  0.000
C: -5.85 1.50 -1.03  0.000
C: 0.14 1.11 5.08  0.001
C: 4.04 0.12 4.57  -0.001
C: 2.89 -4.04 2.69  0.000
C: 7.73 0.21 4.29  0.000
C: -1.92 3.20 1.94  0.004
C: -1.81 4.49 -5.86  -0.002
C: 2.07 -5.28 2.12  0.000
C: -0.28 -0.31 4.93  -0.002
C: 5.21 -0.85 -0.70  0.001
C: -7.09 1.44 -0.03  0.001
C: -6.70 -2.52 -4.73  0.000
C: 3.07 -3.05 -4.04  0.000
C: 6.51 -4.03 -2.91  0.000
C: 0.48 6.33 0.21  -0.002
C: -5.00 -6.54 -2.51  0.000
C: -2.35 6.61 3.27  0.000
C: -4.77 -6.33 -4.90  0.000
C: -5.42 -1.99 -4.04  0.001
H: -2.48 -3.19 -3.09  0.001
H: -5.02 -7.63 -2.45  0.000
H: -2.96 1.67 -2.76  -0.008
H: 1.77 -3.74 -2.39  0.000
H: 4.57 1.36 -5.56  0.000
H: -3.09 4.24 3.50  0.000
H: -3.16 -2.01 0.16  -0.001
H: 4.21 1.89 -2.40  -0.002
H: -0.90 -0.70 5.74  0.000
H: -3.00 6.27 4.08  0.000
H: -3.33 4.04 0.41  0.000
H: -3.60 2.02 -4.27  0.004
H: -4.51 -7.38 -4.96  0.000
H: 3.81 2.46 1.00  0.001
H: 4.50 -1.12 6.30  0.000
H: 6.55 -2.88 1.22  0.000
H: -4.78 1.43 5.35  0.000
H: 2.41 0.74 -5.29  0.000
H: 3.30 3.91 -0.88  0.000
H: 1.39 -1.47 0.57  -0.004
H: 1.46 -5.71 2.92  0.000
H: -8.26 -1.19 -3.90  0.000
H: 7.13 1.31 -2.76  0.000
H: -1.54 3.58 -6.39  0.003
H: 7.82 1.09 3.65  0.000
H: 4.22 -2.48 1.85  0.000
H: 3.30 -4.24 3.68  0.000
H: -7.35 1.00 -2.91  0.000
H: 8.33 -0.14 -0.58  0.000
H: -3.01 0.37 -3.99  -0.011
H: -1.37 7.41 0.47  0.000
H: -3.97 2.69 1.26  0.000
H: -1.17 5.17 -0.67  0.002
H: -1.29 4.29 3.69  0.000
H: 6.53 -5.11 -2.74  0.000
H: 5.46 0.41 2.86  0.000
H: 0.25 4.28 -0.66  -0.010
H: 1.52 6.51 -0.08  0.000
H: 3.42 0.36 -3.16  0.002
H: -6.98 2.43 -3.97  0.000
H: -4.56 -4.24 -0.75  0.001
H: 1.61 -2.52 -5.26  0.000
H: 5.21 2.62 -4.61  0.000
H: 4.10 1.10 5.06  0.000
H: -2.23 -4.77 -0.87  -0.001
H: -6.31 -4.15 -0.16  0.000
H: -2.88 1.74 2.80  0.000
H: 3.79 3.08 3.44  -0.001
H: 3.74 4.74 3.04  0.000
H: 6.01 3.70 4.54  0.000
H: -0.66 -5.59 -0.92  0.000
H: 6.01 -3.92 -0.13  0.000
H: 1.05 1.79 -0.46  -0.022
H: 3.71 -3.51 0.61  0.000
H: -3.40 -1.88 -2.37  -0.003
H: 7.17 -4.50 0.95  0.000
H: 0.70 -0.02 1.36  0.003
H: 0.42 1.07 -4.14  -0.029
H: 3.17 0.79 2.86  -0.001
H: -0.03 3.58 -4.14  -0.008
H: -0.48 5.58 1.79  0.000
H: 6.03 3.69 -6.90  0.000
H: 2.56 1.67 -2.24  -0.014
H: 1.93 -4.12 6.17  0.000
H: -2.97 -3.12 2.75  -0.001
H: 7.17 4.00 3.21  0.000
H: 5.37 2.23 -7.55  0.000
H: 7.35 2.82 0.98  0.000
H: 6.01 1.91 -0.43  0.000
H: 2.07 0.60 3.95  -0.001
H: -7.04 -0.56 0.48  0.000
H: -3.70 -0.40 -0.20  0.000
H: -3.21 1.32 4.70  0.000
H: -7.32 -0.61 -5.28  0.000
H: -1.86 1.15 1.86  0.001
H: -3.70 -5.04 3.60  0.000
H: -1.60 -7.63 0.29  0.000
H: 2.72 -6.10 1.82  0.000
H: 0.55 6.59 2.14  0.000
H: -0.91 3.33 1.55  0.000
H: -3.93 -6.48 -2.34  0.000
H: 0.58 -4.11 7.43  0.000
H: -2.76 4.83 -6.25  0.000
H: 1.20 -3.31 3.55  -0.001
H: -3.46 -0.89 1.46  0.001
H: 3.43 5.28 0.27  0.000
H: -5.35 -6.18 -5.81  0.000
H: 0.13 5.59 -1.80  0.000
H: -1.66 -3.15 5.98  0.000
H: -0.73 1.64 5.46  0.000
H: -3.85 -4.37 5.02  0.000
H: 1.36 -5.16 1.30  0.000
H: 3.60 -2.11 -4.17  0.000
H: -8.12 2.57 1.47  0.000
H: 2.24 0.09 0.49  0.006
H: 7.21 -3.58 -2.21  0.000
H: 4.81 -1.73 -1.20  0.001
H: 0.93 1.35 5.80  0.000
H: 7.85 3.61 -0.23  0.000
H: 0.96 -0.40 -1.66  -0.029
H: 2.87 -0.62 6.25  0.000
H: -7.20 3.66 0.34  0.000
H: -2.55 -5.27 1.46  0.001
H: 4.66 0.03 -1.04  -0.001
H: -4.34 -6.86 -0.07  0.000
H: 2.73 -2.44 -1.99  0.001
H: -5.69 -7.65 -0.07  0.000
H: -8.12 2.45 -2.59  0.000
H: -3.83 -5.79 -5.05  0.000
H: 1.40 -2.08 -3.03  0.002
H: -2.79 -1.78 -4.01  0.001
H: 1.74 2.14 -5.60  0.000
H: 7.02 2.99 -2.37  0.000
H: 6.91 -3.96 -3.93  0.000
H: 2.31 -2.16 3.17  0.000
H: -6.42 2.74 1.59  0.000
H: -1.47 -4.90 6.37  0.000
H: 8.11 -0.59 3.65  0.000
H: 2.78 -3.36 -5.98  0.000
H: 4.80 -4.28 -4.64  0.000
H: 0.26 10.26 2.05  0.000
H: 1.47 4.03 1.40  -0.001
H: 4.81 4.20 -0.07  0.000
H: -5.78 -0.34 4.06  0.000
H: -1.56 7.05 3.86  0.000
H: 5.33 -1.21 3.48  0.000
H: 2.89 3.28 -3.98  -0.001
H: -0.88 -5.88 1.59  0.000
H: -6.35 -4.29 -3.92  0.000
H: -0.91 -0.40 4.04  0.000
H: -6.81 -6.17 -1.31  0.000
H: 4.71 3.80 -8.04  0.000
H: -0.29 1.90 3.39  0.000
H: -5.83 -3.88 -1.85  -0.001
H: -1.18 3.37 -2.89  0.005
H: -4.21 -1.00 3.56  0.000
H: -5.66 -1.36 -3.18  0.000
H: -0.47 8.21 -0.75  0.000
H: -1.17 9.39 2.25  0.000
H: 3.89 -4.96 -3.25  0.000
H: -0.95 -4.16 0.09  0.001
H: -1.41 -5.05 3.64  0.000
H: 1.61 2.63 2.15  0.001
H: -4.94 -1.27 -4.70  0.000
H: -7.70 -4.22 -4.67  0.000
H: -6.52 -2.74 -5.78  0.000
H: -0.53 1.55 -0.20  -0.007
H: -5.55 0.71 2.16  0.000
H: 8.55 2.02 -2.18  0.000
H: -5.74 0.57 -1.58  0.000
H: 7.34 0.02 0.79  0.000
H: 8.39 0.27 5.16  0.000
H: -1.37 1.54 -5.36  0.022
H: -0.34 0.98 -2.78  -0.006
H: -1.19 -2.97 3.07  0.001
H: -0.82 10.20 0.67  0.000
H: -2.98 7.40 2.86  0.000
H: -2.74 2.47 0.02  -0.002
H: -1.44 -0.63 -1.69  -0.010
H: -0.83 -1.90 -0.63  0.013
H: -8.01 1.29 -0.60  0.000
H: -8.59 -1.87 -5.48  0.000
H: -0.95 5.16 -5.78  0.003
H: 0.89 -2.72 6.65  0.000
H: 0.55 -0.96 4.65  0.000
H: 6.11 5.32 3.82  0.000
H: -2.41 -2.17 4.06  0.000
H: -3.76 0.06 5.74  0.000
H: -4.91 1.70 -0.53  -0.001
H: -7.82 0.38 1.38  0.000
H: 5.14 -0.97 0.38  -0.001
H: 3.39 -1.84 5.03  0.000

Computed properties:
Kohn-Sham gap (spin up / spin down): 0.313 / 0.123 Eh
multiplicity: 2
net charge: +1
HOMO energy (spin up / spin down): -10.3 / -10.3 eV



[2]
Formula: C62H51IKN5O3S2
Source: the OMol25 dataset
Level of theory: ωB97M-V/def2-TZVPD

Each line ends with the Löwdin charge.
CARTESIAN COORDINATES (ANGSTROEM)
I: 2.54 -3.91 0.78  1.024
K: 0.62 -1.23 -0.53  0.494
S: -1.11 0.93 -2.46  0.978
S: -0.18 1.53 1.00  0.978
O: 3.14 -0.63 -0.80  -0.288
O: -1.67 1.47 0.92  -0.471
O: -0.94 1.13 -3.93  -0.472
N: -0.29 -4.38 -1.82  0.072
N: 0.29 -3.18 -2.19  -0.048
N: 1.33 -0.82 -3.26  0.079
N: -2.07 -4.32 1.81  0.143
N: -1.02 -3.16 0.07  0.060
C: -4.16 4.04 -1.04  -0.147
C: -2.61 -6.69 1.68  -0.017
C: -2.59 -7.86 0.96  -0.076
C: -3.74 -2.80 -2.07  -0.268
C: -1.57 -3.21 1.24  -0.154
C: 1.61 2.49 4.49  -0.030
C: 0.69 3.35 5.09  -0.264
C: 0.40 2.88 -0.06  -0.278
C: 0.76 -3.18 -3.37  -0.094
C: 2.63 -0.94 -5.71  -0.056
C: -4.67 6.03 0.24  -0.077
C: -5.08 4.99 -0.54  -0.032
C: 3.06 -2.59 5.43  -0.057
C: -4.58 -4.05 -1.97  -0.038
C: 0.94 3.90 6.47  -0.049
C: 1.44 6.33 -3.58  -0.076
C: -3.30 6.17 0.56  -0.070
C: -3.68 2.03 -2.27  -0.041
C: 1.37 1.93 3.25  -0.084
C: -2.15 -0.52 -2.26  -0.391
C: 5.31 -1.44 -0.76  -0.159
C: 1.02 -1.20 5.34  -0.073
C: 1.78 3.20 0.07  -0.072
C: 2.54 0.26 -5.02  -0.047
C: -0.89 -4.32 -0.66  -0.330
C: 1.88 0.26 -3.80  -0.150
C: 0.00 -0.67 4.61  -0.113
C: 2.06 -2.07 -5.16  -0.021
C: 1.97 -2.04 4.70  -0.182
C: -0.52 5.08 -2.92  0.002
C: -3.00 -2.54 -3.22  -0.032
C: 2.77 -3.23 2.76  -0.613
C: 1.82 -2.32 3.30  -0.274
C: -0.73 3.12 3.14  -0.050
C: -1.47 -5.56 -0.14  -0.092
C: -2.31 2.15 -1.92  -0.291
C: 0.22 4.44 -1.89  -0.092
C: -2.21 -1.41 -3.33  -0.072
C: -2.02 -7.90 -0.31  -0.076
C: -2.38 5.28 0.09  -0.011
C: 5.31 -0.14 0.05  -0.136
C: -2.05 -5.54 1.13  -0.174
C: -0.38 3.47 -1.01  -0.142
C: 0.79 -1.72 2.49  -0.139
C: -0.09 -0.92 3.22  -0.224
C: -0.48 3.66 4.39  -0.029
C: -1.46 -6.77 -0.85  -0.019
C: 3.81 -3.76 3.47  -0.184
C: -4.57 2.95 -1.85  -0.008
C: -2.79 4.19 -0.72  -0.106
C: 3.96 -3.42 4.84  -0.102
C: 4.09 -1.26 -1.65  -0.223
C: -1.85 3.22 -1.21  -0.164
C: 1.41 -1.98 -3.94  -0.268
C: -2.87 -0.76 -1.10  -0.081
C: 3.83 0.28 0.06  -0.175
C: 0.07 5.99 -3.74  -0.063
C: 0.20 2.28 2.57  -0.378
C: 2.18 5.72 -2.61  -0.035
C: -3.68 -1.89 -1.03  -0.043
C: 2.35 4.12 -0.74  -0.014
C: 1.59 4.76 -1.75  -0.154
H: 2.05 1.20 2.83  0.108
H: -1.65 -1.18 -4.23  0.111
H: -0.73 -0.02 5.10  0.101
H: 1.89 7.06 -4.24  0.103
H: 3.70 1.30 -0.30  0.099
H: -2.44 -4.28 2.74  0.157
H: 5.71 -0.27 1.05  0.110
H: 4.32 -0.62 -2.51  0.121
H: -2.98 7.00 1.19  0.104
H: 2.37 2.71 0.84  0.094
H: -5.39 6.75 0.62  0.103
H: 5.92 0.62 -0.45  0.107
H: 1.13 -0.99 6.40  0.101
H: 5.15 -2.30 -0.11  0.075
H: -3.05 -6.65 2.67  0.114
H: 4.79 -3.83 5.40  0.097
H: -0.93 -0.43 2.70  0.056
H: 3.15 -2.35 6.49  0.105
H: -2.84 -0.05 -0.28  0.100
H: -1.69 -2.30 1.81  0.114
H: -5.17 -4.21 -2.87  0.080
H: -1.65 3.35 2.60  0.113
H: -3.04 -3.24 -4.05  0.120
H: -4.27 -2.06 -0.13  0.117
H: 2.51 2.21 5.03  0.121
H: -3.03 -8.76 1.39  0.106
H: 3.66 -2.20 -2.00  0.108
H: 3.23 5.96 -2.49  0.113
H: 2.00 4.11 6.63  0.078
H: 2.96 1.17 -5.42  0.108
H: -3.94 -4.93 -1.84  0.074
H: -1.56 4.82 -3.06  0.123
H: 6.23 -1.60 -1.33  0.114
H: 3.40 4.37 -0.63  0.120
H: -1.33 5.39 0.34  0.121
H: -5.25 -4.01 -1.12  0.076
H: -3.99 1.19 -2.89  0.123
H: 2.10 -3.03 -5.67  0.111
H: 4.50 -4.46 3.01  0.078
H: 3.14 -0.99 -6.66  0.108
H: 0.68 -4.07 -4.00  0.122
H: 3.38 0.20 1.05  0.114
H: -1.00 -6.77 -1.83  0.111
H: -5.62 2.87 -2.12  0.117
H: -6.13 4.87 -0.78  0.112
H: 0.38 4.81 6.65  0.075
H: -1.20 4.33 4.84  0.114
H: -0.51 6.47 -4.53  0.106
H: 0.64 3.17 7.23  0.085
H: -2.01 -8.83 -0.87  0.103
H: 1.79 1.18 -3.23  0.113

Computed properties:
Kohn-Sham gap: 0.225 Eh
energy relative to the best compared isomer or geometry (same formula, charge and spin): 45.5 kJ/mol
HOMO energy: -6.2 eV